Here is a structure of composition C4H5O2Sc in a non-equilibrium geometry from OMol25. Energies are from ωB97M-V/def2-TZVPD.

The geometry in ORCA input format:
```
! wB97M-V def2-TZVPD RIJCOSX def2/J DEFGRID3
* xyz 3 2
H -1.31554 -0.85255 2.10905
C -0.65750 -0.92078 1.20480
C -1.44608 -1.10476 0.17753
O -2.07753 -1.02446 -0.81450
Sc -3.38005 -2.09127 -2.29456
H 0.33877 -1.36711 1.20020
O 2.17215 0.71848 -1.50823
C 1.59042 1.08739 -0.50290
C 1.06432 1.74142 0.47069
H 2.01884 -0.21276 -1.78549
H 0.06375 2.16714 0.34178
H 1.62847 1.85925 1.40162
*
```

Results
E_LUMO (alpha / beta): -13.936 / -14.725 eV
Gap between HOMO and LUMO (alpha / beta): 4.6 / 7.4 eV
Total energy: -28983.544 eV
Energy relative to the best compared isomer or geometry (same formula, charge and spin): 371.5 kJ/mol

Atom charges from the natural (NBO) analysis, given in e for atoms 1 to 6: atom 1 (H): 0.3578, atom 2 (C): -0.6344, atom 3 (C): 0.7589, atom 4 (O): -0.7230, atom 5 (Sc): 1.9310, atom 6 (H): 0.3264

Here is an isolated molecule of C3H6N4O2 in a non-equilibrium geometry from OMol25. Energies are from ωB97M-V/def2-TZVPD.

The geometry in ORCA input format:
```
! wB97M-V def2-TZVPD RIJCOSX def2/J DEFGRID3
* xyz 0 1
H 2.02371 1.40539 1.29421
N 2.68583 0.82440 0.87860
C 2.04195 -0.11845 0.07167
N 2.92106 -0.97914 -0.63165
O 0.61719 -0.57954 0.43522
C -0.33709 0.27075 -0.11485
N -0.16895 1.43754 -0.65308
H 0.95712 1.51043 -0.97877
N -1.46632 -0.49641 0.16312
C -2.80725 0.05837 -0.17550
O -3.90898 -0.30635 0.17185
H 2.51959 -1.84244 -1.11864
H 3.68440 -0.42678 -0.99164
H -1.44527 -1.33904 0.97818
H -2.59231 1.01093 -1.02668
*
```

Results
SMILES: [H]/N=C(/N)O/C(=N\[H])NC=O
E_LUMO: 0.260 eV
Gap between HOMO and LUMO: 10.1 eV
Total energy: -13260.448 eV
Energy relative to the best compared isomer or geometry (same formula, charge and spin): 368.7 kJ/mol

Atom charges from the natural (NBO) analysis, given in e for atoms 1 to 6: atom 1 (H): 0.3439, atom 2 (N): -0.6950, atom 3 (C): 0.6323, atom 4 (N): -0.8257, atom 5 (O): -0.5383, atom 6 (C): 0.6830

Here is an isolated molecule of C5H7FS2 in a non-equilibrium geometry from OMol25. Energies are from ωB97M-V/def2-TZVPD.

The geometry in ORCA input format:
```
! wB97M-V def2-TZVPD RIJCOSX def2/J DEFGRID3
* xyz 0 1
F 0.07185 -0.26109 -2.47424
C 0.15206 -0.04272 -1.09827
C 1.39175 0.53663 -0.43485
S 1.52684 -0.44469 1.21452
C 0.24821 -1.75679 0.69004
C -0.59507 -1.15039 -0.44260
C -1.15292 0.30118 -0.31727
S -1.54101 1.52170 0.88184
H 1.45841 1.60315 -0.26843
H 2.19668 0.02023 -1.14905
H 0.73380 -2.79255 0.41994
H -0.19322 -1.98713 1.74518
H -1.16587 -1.84029 -1.19897
H -1.91844 0.10611 -1.01229
H -1.79558 2.68074 -0.19219
*
```

Results
SMILES: F[C@]12CSC[C@H]1[C@H]2S
E_LUMO: 0.320 eV
Gap between HOMO and LUMO: 9.0 eV
Total energy: -29683.147 eV
Energy relative to the best compared isomer or geometry (same formula, charge and spin): 271.6 kJ/mol

Atom charges from the natural (NBO) analysis, given in e for atoms 1 to 6: atom 1 (F): -0.3511, atom 2 (C): 0.3200, atom 3 (C): -0.5337, atom 4 (S): 0.1472, atom 5 (C): -0.5139, atom 6 (C): -0.2336

Here is an isolated molecule of CH4N2O in a non-equilibrium geometry from OMol25. Energies are from ωB97M-V/def2-TZVPD.

The geometry in ORCA input format:
```
! wB97M-V def2-TZVPD RIJCOSX def2/J DEFGRID3
* xyz 0 1
H -0.96609 0.00023 1.74437
N -0.00099 -0.43392 2.00226
C 0.57769 -0.38309 0.91856
O -0.39832 0.19314 -0.07779
N 0.00592 0.30617 -1.43496
H 1.51282 -0.74496 0.51927
H -0.06918 1.29014 -1.68441
H -0.66185 -0.22771 -1.98730
*
```

Results
SMILES: [H]/N=C\ON
E_LUMO: 1.084 eV
Gap between HOMO and LUMO: 11.1 eV
Total energy: -6126.759 eV
Energy relative to the best compared isomer or geometry (same formula, charge and spin): 361.7 kJ/mol

Atom charges from the natural (NBO) analysis, given in e for atoms 1 to 6: atom 1 (H): 0.3685, atom 2 (N): -0.6243, atom 3 (C): 0.3768, atom 4 (O): -0.4676, atom 5 (N): -0.5362, atom 6 (H): 0.1956

Here is an isolated molecule of C16H20FN3O2 in a non-equilibrium geometry from OMol25. Energies are from ωB97M-V/def2-TZVPD.

The geometry in ORCA input format:
```
! wB97M-V def2-TZVPD RIJCOSX def2/J DEFGRID3
* xyz 0 1
C -4.11788 1.08193 -1.97378
C -3.68740 -0.28550 -1.46302
C -2.64697 -0.16972 -0.34224
N -2.24759 -1.50829 0.05767
C -1.46122 -1.56534 1.26081
C -0.11360 -0.91044 1.24445
N 0.71537 -0.87218 2.24350
C 1.77037 -0.16360 1.74679
C 2.98210 0.14476 2.54943
C 3.66825 1.37651 2.03291
C 4.92028 1.33939 1.43816
C 5.51676 2.49407 0.96006
C 4.86635 3.71087 1.06572
C 3.61472 3.77617 1.65338
C 3.03947 2.61273 2.12394
F 1.81974 2.68159 2.70385
N 1.59571 0.20309 0.51024
O 0.36597 -0.27930 0.16918
C -1.67874 -2.22119 -1.07273
C -2.73893 -2.30314 -2.17808
C -2.20558 -3.00193 -3.42042
O -3.15584 -1.00760 -2.55465
H -4.83507 0.96091 -2.78024
H -4.57130 1.65744 -1.17187
H -3.25421 1.61769 -2.35798
H -4.55832 -0.83533 -1.06377
H -3.08983 0.33736 0.51759
H -1.79545 0.42309 -0.71145
H -1.30797 -2.61614 1.53058
H -2.03164 -1.10326 2.07423
H 3.65813 -0.71268 2.51060
H 2.66089 0.27943 3.58549
H 5.43240 0.39287 1.34881
H 6.49218 2.44191 0.50095
H 5.32932 4.61076 0.69104
H 3.08231 4.70930 1.74905
H -1.40510 -3.22901 -0.75262
H -0.78690 -1.71514 -1.47532
H -3.60779 -2.85335 -1.77478
H -2.97455 -3.01930 -4.18708
H -1.34688 -2.45920 -3.80594
H -1.91157 -4.02025 -3.18247
*
```

Results
SMILES: C[C@@H]1CN(Cc2nc(Cc3ccccc3F)no2)C[C@H](C)O1
E_LUMO: 0.860 eV
Gap between HOMO and LUMO: 9.8 eV
Total energy: -28198.503 eV
Energy relative to the best compared isomer or geometry (same formula, charge and spin): 132.1 kJ/mol

Atom charges from the natural (NBO) analysis, given in e for atoms 1 to 6: atom 1 (C): -0.6171, atom 2 (C): 0.0992, atom 3 (C): -0.2552, atom 4 (N): -0.4344, atom 5 (C): -0.2711, atom 6 (C): 0.5139

Here is a structure of composition C12H17BCrN6O in a non-equilibrium geometry from OMol25. Energies are from ωB97M-V/def2-TZVPD.

The geometry in ORCA input format:
```
! wB97M-V def2-TZVPD RIJCOSX def2/J DEFGRID3
* xyz 0 5
H 1.62911 3.21390 0.08687
N 1.00567 1.63677 -1.20907
B -0.05997 0.32206 -3.15649
N 0.45845 1.62999 -2.48696
C 0.64084 2.84854 -3.04727
Cr 2.25034 0.54687 -0.23101
H 0.40576 3.02559 -4.09831
C 1.18255 3.69130 -2.07001
H 1.42190 4.72997 -2.18591
C 1.34834 2.92538 -0.92061
H 0.07953 0.45263 -4.36021
C -2.19554 -2.58015 2.64253
H -1.58546 -3.12816 3.37584
H -1.66451 -1.66110 2.35210
H -2.33476 -3.20953 1.75109
N -1.61874 -0.02770 -3.08070
N 1.05448 -0.72277 -2.72211
N -2.40438 -0.18730 -1.92628
N 1.73809 -0.78104 -1.50337
C -2.43175 -0.18945 -4.16709
C 1.67880 -1.55382 -3.58650
H -2.03914 -0.09001 -5.16796
H 1.42132 -1.53946 -4.64424
C -3.72657 -0.49579 -3.73224
C 2.64955 -2.26588 -2.88389
C -3.64181 -0.50731 -2.31881
C 2.61696 -1.82506 -1.56469
H -4.59666 -0.68651 -4.32738
H 3.30678 -3.00112 -3.29655
H -4.44173 -0.74041 -1.62693
H 3.09013 -2.21662 -0.66318
H -3.13001 -2.33791 3.06268
C 4.28830 1.12247 1.31837
C 2.79686 1.27203 1.55524
O 2.23007 1.64682 2.56960
H 4.60408 1.33990 0.27107
H 4.54128 0.05694 1.41803
H 4.88313 1.72543 2.01814
*
```

Results
E_LUMO (alpha / beta): -0.427 / -0.352 eV
Gap between HOMO and LUMO (alpha / beta): 7.0 / 7.3 eV
Total energy: -52803.547 eV
Energy relative to the best compared isomer or geometry (same formula, charge and spin): 197.8 kJ/mol

Atom charges from the natural (NBO) analysis, given in e for atoms 1 to 6: atom 1 (H): 0.2497, atom 2 (N): -0.3842, atom 3 (B): 0.5916, atom 4 (N): -0.3089, atom 5 (C): 0.0340, atom 6 (Cr): 1.0973

Q: Among the records above, which one has the highest total energy?
A: CH4N2O